An isolated molecule of C3H4S2 at a distorted geometry, computed with the ωB97M-V functional and the def2-TZVPD basis.

## Properties
LUMO ... 0.0069 hartree
Highest occupied orbital energy ... -8.6 eV
Spin multiplicity ... 1
Energy above the lowest of the compared OMol25 structures with the same formula, charge and spin ... 137.1 kJ/mol
HOMO-LUMO gap ... 8.838 eV
SMILES ... C1S[C@H]2S[C@@H]12

Cartesian coordinates (Å):
1 C 0.24 0.78 0.54
2 S 0.55 1.72 -1.02
3 C 0.47 -0.39 -1.50
4 S 1.75 -1.23 -0.67
5 C 0.16 -0.60 -0.06
6 H -0.69 1.10 1.00
7 H 1.07 0.91 1.24
8 H 0.02 -0.67 -2.42
9 H -0.53 -1.33 0.32


An isolated molecule of C3H4S2 at a distorted geometry, computed with the ωB97M-V functional and the def2-TZVPD basis.

## Properties
LUMO ... -0.0819 hartree
Highest occupied orbital energy ... -9.2 eV
Spin multiplicity ... 1
Energy above the lowest of the compared OMol25 structures with the same formula, charge and spin ... 133.4 kJ/mol
HOMO-LUMO gap ... 6.942 eV
SMILES ... CC(=S)C=S

Cartesian coordinates (Å):
1 C -0.66 -1.03 -0.15
2 C -0.41 0.48 0.16
3 S -1.51 1.67 -0.18
4 C 0.99 0.88 0.35
5 S 2.49 0.19 0.62
6 H 0.27 -1.38 -0.58
7 H -1.47 -1.07 -0.90
8 H -0.87 -1.72 0.64
9 H 1.17 1.98 0.01


A structure of composition C3H5AgO3 at a distorted geometry, computed with the ωB97M-V functional and the def2-TZVPD basis.

## Properties
LUMO ... -0.0444 hartree
Highest occupied orbital energy ... -8.1 eV
Spin multiplicity ... 1
Energy above the lowest of the compared OMol25 structures with the same formula, charge and spin ... 271.0 kJ/mol
HOMO-LUMO gap ... 6.890 eV

Cartesian coordinates (Å):
1 H 0.84 1.93 1.21
2 O -0.82 1.09 0.00
3 C 0.56 1.06 0.44
4 C -1.20 -0.19 -0.47
5 O 1.41 1.72 -0.34
6 O 0.88 -0.37 0.51
7 C -0.29 -1.13 0.31
8 H -1.04 -0.28 -1.56
9 H -2.27 -0.36 -0.26
10 H -0.05 -2.05 -0.24
11 H -0.73 -1.41 1.28
12 Ag 2.71 -0.02 -0.88


An isolated molecule of C3H5BO2 at a distorted geometry, computed with the ωB97M-V functional and the def2-TZVPD basis.

## Properties
LUMO ... 0.0259 hartree
Highest occupied orbital energy ... -10.0 eV
Spin multiplicity ... 1
Energy above the lowest of the compared OMol25 structures with the same formula, charge and spin ... 7.0 kJ/mol
HOMO-LUMO gap ... 10.720 eV
SMILES ... OB1C=CCO1

Cartesian coordinates (Å):
1 O -2.42 -0.11 -0.05
2 B -1.09 0.02 0.10
3 C 0.02 -1.22 0.15
4 C 1.14 -0.58 -0.02
5 C 1.02 0.90 -0.05
6 O -0.44 1.14 0.17
7 H -2.95 0.70 -0.14
8 H -0.29 -2.29 0.00
9 H 2.10 -1.16 0.04
10 H 1.57 1.31 0.73
11 H 1.33 1.29 -0.92


A structure of composition C3H5BiO4 at a distorted geometry, computed with the ωB97M-V functional and the def2-TZVPD basis.

## Properties
LUMO (alpha / beta) ... -0.2439 / -0.2543 hartree
Highest occupied orbital energy (alpha / beta) ... -13.9 / -14.7 eV
Spin multiplicity ... 2
Charge ... +1
Energy above the lowest of the compared OMol25 structures with the same formula, charge and spin ... 0.0 kJ/mol
HOMO-LUMO gap (alpha / beta) ... 7.258 / 7.732 eV

Cartesian coordinates (Å):
1 C -3.16 -0.93 1.09
2 O -1.95 -0.39 0.61
3 C -1.47 -1.02 -0.54
4 O -0.86 -0.03 -1.31
5 Bi -0.20 2.04 -0.97
6 H -3.47 -0.33 1.95
7 H -3.95 -0.87 0.32
8 H -3.03 -1.98 1.39
9 H -2.29 -1.41 -1.16
10 H -0.75 -1.82 -0.28
11 O 0.92 0.74 -2.38
12 C 0.28 -0.33 -2.28
13 O 0.45 -1.47 -2.63


A cluster of 2 separate species, C3H5Br in total at a distorted geometry, computed with the ωB97M-V functional and the def2-TZVPD basis.

## Properties
LUMO (alpha / beta) ... 0.0046 / -0.0191 hartree
Highest occupied orbital energy (alpha / beta) ... -9.3 / -8.0 eV
Spin multiplicity ... 1
Energy above the lowest of the compared OMol25 structures with the same formula, charge and spin ... 500.6 kJ/mol
HOMO-LUMO gap (alpha / beta) ... 9.418 / 7.511 eV

Cartesian coordinates (Å):
1 C -0.18 0.15 1.88
2 C 0.24 0.42 -0.20
3 C -0.14 -0.58 -1.20
4 Br 0.37 2.20 -0.75
5 H 0.03 1.11 2.40
6 H 0.39 -0.65 2.26
7 H -0.43 -1.61 -0.81
8 H -1.00 -0.20 -1.77
9 H 0.72 -0.85 -1.82


A cluster of 2 separate species, C3H5BrN2 in total at a distorted geometry, computed with the ωB97M-V functional and the def2-TZVPD basis.

## Properties
LUMO ... 0.0006 hartree
Highest occupied orbital energy ... -9.2 eV
Spin multiplicity ... 1
Energy above the lowest of the compared OMol25 structures with the same formula, charge and spin ... 284.4 kJ/mol
HOMO-LUMO gap ... 9.241 eV
SMILES ... [H]/N=N/C#CC.Br

Cartesian coordinates (Å):
1 H -2.05 0.14 3.34
2 N -1.59 -0.07 2.40
3 N -2.33 0.39 1.48
4 C -1.82 0.20 0.28
5 C -1.10 0.01 -0.66
6 C -0.49 -0.12 -1.89
7 H -0.20 -1.18 -2.13
8 H -1.20 0.48 -2.58
9 H 0.49 0.38 -1.72
10 Br 4.45 0.17 0.86
11 H 5.83 -0.40 0.60


A cluster of 2 separate species, C3H5BrN2 in total at a distorted geometry, computed with the ωB97M-V functional and the def2-TZVPD basis.

## Properties
LUMO (alpha / beta) ... 0.0257 / -0.1455 hartree
Highest occupied orbital energy (alpha / beta) ... -6.7 / -10.5 eV
Spin multiplicity ... 3
Energy above the lowest of the compared OMol25 structures with the same formula, charge and spin ... 0.0 kJ/mol
HOMO-LUMO gap (alpha / beta) ... 7.364 / 6.582 eV

Cartesian coordinates (Å):
1 C 1.74 -0.29 1.03
2 C -0.22 1.10 -0.67
3 C -0.41 -0.06 0.24
4 N 2.81 -0.47 1.40
5 N -0.78 -1.26 -0.30
6 Br -1.31 0.33 1.88
7 H -1.18 1.38 -1.12
8 H 0.47 0.85 -1.47
9 H 0.17 1.96 -0.13
10 H -0.35 -1.51 -1.18
11 H -0.92 -2.03 0.33


A structure of composition C3H5BrN2S2 at a distorted geometry, computed with the ωB97M-V functional and the def2-TZVPD basis.

## Properties
LUMO ... -0.0305 hartree
Highest occupied orbital energy ... -8.3 eV
Spin multiplicity ... 1
Energy above the lowest of the compared OMol25 structures with the same formula, charge and spin ... 58.1 kJ/mol
HOMO-LUMO gap ... 7.489 eV

Cartesian coordinates (Å):
1 C 0.46 -0.27 0.87
2 C -0.42 0.79 0.34
3 C 1.49 -0.98 -1.21
4 N -1.10 0.21 -0.84
5 N 1.11 -1.13 0.16
6 S 1.90 -2.61 0.41
7 S 2.66 0.03 -1.64
8 Br -2.13 -1.43 -0.40
9 H 0.32 -0.51 1.92
10 H -1.03 1.11 1.26
11 H 0.13 1.73 0.04
12 H 0.80 -1.51 -1.83
13 H -1.66 0.94 -1.12


A cluster of 2 separate species, C3H5BrO in total at a distorted geometry, computed with the ωB97M-V functional and the def2-TZVPD basis.

## Properties
LUMO (alpha / beta) ... 0.0029 / 0.0101 hartree
Highest occupied orbital energy (alpha / beta) ... -8.2 / -8.2 eV
Spin multiplicity ... 1
Energy above the lowest of the compared OMol25 structures with the same formula, charge and spin ... 306.7 kJ/mol
HOMO-LUMO gap (alpha / beta) ... 8.245 / 8.496 eV

Cartesian coordinates (Å):
1 C -0.57 1.83 -0.39
2 C -0.23 -1.17 0.47
3 C 0.65 -0.48 -0.60
4 O -1.11 1.74 0.64
5 Br 2.29 0.18 0.16
6 H -0.32 2.74 -0.97
7 H -0.53 -0.54 1.33
8 H 0.18 -2.11 0.97
9 H -1.17 -1.32 0.01
10 H 0.81 -0.89 -1.63


An isolated molecule of C3H5BrO at a distorted geometry, computed with the ωB97M-V functional and the def2-TZVPD basis.

## Properties
LUMO ... 0.0343 hartree
Highest occupied orbital energy ... -9.6 eV
Spin multiplicity ... 1
Energy above the lowest of the compared OMol25 structures with the same formula, charge and spin ... 177.3 kJ/mol
HOMO-LUMO gap ... 10.556 eV
SMILES ... C[C@H]1O[C@@H]1Br

Cartesian coordinates (Å):
1 C 0.43 0.18 -0.59
2 C 0.21 -0.07 0.88
3 O -0.41 0.79 1.87
4 C -1.27 -0.29 1.63
5 Br -1.33 -1.71 3.03
6 H -0.01 1.07 -0.84
7 H 0.21 -0.66 -1.17
8 H 1.51 0.41 -0.82
9 H 1.01 -0.80 1.10
10 H -2.23 -0.25 1.26


An isolated molecule of C3H5BrO at a distorted geometry, computed with the ωB97M-V functional and the def2-TZVPD basis.

## Properties
LUMO ... 0.0268 hartree
Highest occupied orbital energy ... -9.7 eV
Spin multiplicity ... 1
Energy above the lowest of the compared OMol25 structures with the same formula, charge and spin ... 92.9 kJ/mol
HOMO-LUMO gap ... 10.472 eV
SMILES ... C=C(Br)CO

Cartesian coordinates (Å):
1 C 0.08 1.49 -0.46
2 C -0.35 0.21 -0.42
3 Br -2.12 0.11 -1.37
4 C 0.37 -1.09 0.14
5 O 0.07 -1.28 1.52
6 H -0.49 2.24 -0.95
7 H 0.95 1.86 0.14
8 H -0.13 -2.03 -0.32
9 H 1.41 -1.12 -0.07
10 H 0.19 -0.40 1.80


An isolated molecule of C3H5BrO at a distorted geometry, computed with the ωB97M-V functional and the def2-TZVPD basis.

## Properties
LUMO (alpha / beta) ... 0.0301 / -0.0125 hartree
Highest occupied orbital energy (alpha / beta) ... -8.4 / -7.1 eV
Spin multiplicity ... 1
Energy above the lowest of the compared OMol25 structures with the same formula, charge and spin ... 352.5 kJ/mol
HOMO-LUMO gap (alpha / beta) ... 9.231 / 6.799 eV

Cartesian coordinates (Å):
1 C -0.05 0.48 0.31
2 C 0.74 -0.78 0.23
3 C -1.32 0.63 -0.63
4 O 1.99 -0.70 -0.18
5 Br -2.99 0.22 0.10
6 H -0.51 0.62 1.26
7 H 0.63 1.22 0.18
8 H 0.38 -1.92 0.32
9 H -1.10 0.05 -1.59
10 H 2.24 0.19 0.00


An isolated molecule of C3H5BrO at a distorted geometry, computed with the ωB97M-V functional and the def2-TZVPD basis.

## Properties
LUMO ... 0.0290 hartree
Highest occupied orbital energy ... -9.9 eV
Spin multiplicity ... 1
Energy above the lowest of the compared OMol25 structures with the same formula, charge and spin ... 82.5 kJ/mol
HOMO-LUMO gap ... 10.685 eV
SMILES ... OC1(Br)CC1

Cartesian coordinates (Å):
1 O -1.46 -0.31 0.98
2 C -0.15 -0.30 0.46
3 Br 1.26 -1.02 1.70
4 C 0.13 -0.53 -1.01
5 C 0.36 0.82 -0.35
6 H -1.37 0.09 1.87
7 H -0.72 -0.55 -1.57
8 H 1.06 -1.10 -1.11
9 H 1.34 1.25 -0.27
10 H -0.46 1.63 -0.70


A cluster of 2 separate species, C3H5BrO2 in total at a distorted geometry, computed with the ωB97M-V functional and the def2-TZVPD basis.

## Properties
LUMO ... 0.0094 hartree
Highest occupied orbital energy ... -9.6 eV
Spin multiplicity ... 1
Energy above the lowest of the compared OMol25 structures with the same formula, charge and spin ... 277.6 kJ/mol
HOMO-LUMO gap ... 9.893 eV
SMILES ... C[C@@H]1OC1=O.Br

Cartesian coordinates (Å):
1 C -1.48 0.09 0.13
2 C 0.02 -0.13 -0.20
3 O 0.77 -0.31 1.17
4 C 1.30 0.40 0.31
5 O 2.25 0.89 -0.08
6 H -2.14 -0.30 -0.59
7 H -1.71 1.20 0.36
8 H -1.57 -0.54 0.98
9 H 0.29 -1.03 -0.78
10 Br 4.91 0.05 -0.08
11 H 5.14 1.18 1.11


An isolated molecule of C3H5BrS at a distorted geometry, computed with the ωB97M-V functional and the def2-TZVPD basis.

## Properties
LUMO ... -0.0265 hartree
Highest occupied orbital energy ... -9.4 eV
Spin multiplicity ... 1
Energy above the lowest of the compared OMol25 structures with the same formula, charge and spin ... 111.3 kJ/mol
HOMO-LUMO gap ... 8.682 eV
SMILES ... C[C@]1(Br)CS1

Cartesian coordinates (Å):
1 C 0.47 -0.79 0.83
2 C -0.31 0.25 0.16
3 Br -2.63 -0.22 0.22
4 C 0.02 0.64 -1.19
5 S 0.13 1.89 0.14
6 H 0.67 -0.64 1.94
7 H 1.53 -0.79 0.45
8 H -0.03 -1.72 0.81
9 H 1.01 0.50 -1.56
10 H -0.85 0.88 -1.79


An isolated molecule of C3H5Cl2F at a distorted geometry, computed with the ωB97M-V functional and the def2-TZVPD basis.

## Properties
LUMO ... 0.0326 hartree
Highest occupied orbital energy ... -10.7 eV
Spin multiplicity ... 1
Energy above the lowest of the compared OMol25 structures with the same formula, charge and spin ... 69.4 kJ/mol
HOMO-LUMO gap ... 11.581 eV
SMILES ... FC[C@@H](Cl)CCl

Cartesian coordinates (Å):
1 F 1.13 -2.10 -0.53
2 C 0.85 -1.10 0.32
3 C -0.28 -0.17 -0.41
4 Cl -1.77 -1.13 -0.37
5 C -0.45 1.22 0.18
6 Cl -0.97 2.39 -0.99
7 H 0.40 -1.48 1.15
8 H 1.67 -0.45 0.47
9 H 0.03 -0.07 -1.42
10 H 0.42 1.58 0.53
11 H -1.01 1.31 1.06


An isolated molecule of C3H5Cl2N at a distorted geometry, computed with the ωB97M-V functional and the def2-TZVPD basis.

## Properties
LUMO ... 0.0272 hartree
Highest occupied orbital energy ... -9.2 eV
Spin multiplicity ... 1
Energy above the lowest of the compared OMol25 structures with the same formula, charge and spin ... 273.6 kJ/mol
HOMO-LUMO gap ... 9.968 eV
SMILES ... NC1[C@H](Cl)[C@H]1Cl

Cartesian coordinates (Å):
1 N 0.18 -1.61 0.69
2 C 0.32 -0.14 0.51
3 C 0.65 0.70 -0.72
4 Cl 1.22 2.31 -0.63
5 C -0.81 0.59 -0.39
6 Cl -1.60 -0.44 -1.64
7 H -0.49 -1.65 1.45
8 H 1.20 -1.91 0.95
9 H 0.04 0.40 1.57
10 H 0.72 0.26 -1.92
11 H -1.43 1.49 0.12


An isolated molecule of C3H5Cl2N at a distorted geometry, computed with the ωB97M-V functional and the def2-TZVPD basis.

## Properties
LUMO ... -0.0124 hartree
Highest occupied orbital energy ... -10.5 eV
Spin multiplicity ... 1
Energy above the lowest of the compared OMol25 structures with the same formula, charge and spin ... 70.1 kJ/mol
HOMO-LUMO gap ... 10.113 eV
SMILES ... [H]/N=C(\Cl)[C@@H](C)Cl

Cartesian coordinates (Å):
1 H -0.50 -0.50 2.65
2 N -0.37 -0.17 1.72
3 C -0.06 -0.83 0.73
4 Cl 0.26 -2.54 1.02
5 C 0.18 -0.22 -0.61
6 C -0.29 1.14 -0.87
7 Cl 2.24 0.06 -0.44
8 H 0.11 -1.09 -1.38
9 H -0.27 1.57 0.06
10 H 0.10 1.64 -1.73
11 H -1.39 0.94 -1.15


A cluster of 2 separate species, C3H5Cl4NOS in total at a distorted geometry, computed with the ωB97M-V functional and the def2-TZVPD basis.

## Properties
LUMO ... 0.0041 hartree
Highest occupied orbital energy ... -9.8 eV
Spin multiplicity ... 1
Energy above the lowest of the compared OMol25 structures with the same formula, charge and spin ... 47.0 kJ/mol
HOMO-LUMO gap ... 9.897 eV
SMILES ... SC(Cl)(Cl)Cl.C/N=C(/O)Cl

Cartesian coordinates (Å):
1 S 0.24 -1.42 3.25
2 C 0.09 -2.62 1.91
3 Cl 1.71 -2.63 0.98
4 Cl -1.23 -2.21 0.71
5 Cl -0.03 -4.24 2.63
6 H 0.03 -0.28 2.36
7 C -0.83 2.06 -2.29
8 N 0.29 1.42 -1.70
9 C 0.32 1.06 -0.49
10 O 1.49 0.67 -0.03
11 Cl -0.92 1.23 0.82
12 H -1.60 1.97 -1.54
13 H -0.99 1.69 -3.30
14 H -0.41 3.04 -2.54
15 H 1.87 0.28 -0.77


| no. | electronic energy (eV) |
| --- | --- |
| 1 | -24844.2208 |
| 2 | -24844.2583 |
| 3 | -13330.2648 |
| 4 | -7964.6677 |
| 5 | -17212.7839 |
| 6 | -73228.4399 |
| 7 | -76210.3895 |
| 8 | -76208.9459 |
| 9 | -97881.3795 |
| 10 | -75278.1017 |
| 11 | -75279.4426 |
| 12 | -75280.3180 |
| 13 | -75277.6268 |
| 14 | -75280.4255 |
| 15 | -77326.4091 |
| 16 | -84068.1242 |
| 17 | -30953.7717 |
| 18 | -29723.7776 |
| 19 | -29725.8861 |
| 20 | -67653.0184 |